Record 1
Below is a structure of composition C13H19N7S2SeTa, with properties calculated with wB97M-V/def2-TZVPD.

Values from the calculation:
Multiplicity = 1
Gap between HOMO and LUMO = 7.0965 eV
Max |F| = 0.62 eV/A
Calculated total energy = -4144.679731 Eh
Charge = +1

Element x y z (Å)
S -1.03383 2.60820 -0.51818
C 0.72198 -3.83062 0.98179
C 1.74762 -1.20806 1.39649
N 2.15548 -3.59690 0.91570
H 2.45448 -0.42729 1.14523
H -5.75969 3.55908 -1.22798
H 2.25572 -4.07735 -1.09922
H 2.57408 4.90954 -1.73177
C 2.52457 -3.24488 -0.44982
H 1.19111 -2.11405 -1.79519
N 2.48794 3.40777 0.17377
Se -1.24174 -0.53203 -2.41099
H -0.71858 -2.22344 1.33257
H 0.46912 -4.67915 0.34724
C -0.06658 -2.57198 0.53567
H 2.23548 -2.78832 2.82882
N 2.23842 3.11489 -1.09089
N 1.75861 1.94340 -1.30251
H -6.54023 1.62214 0.10667
H 2.11800 2.17882 1.85273
H -0.67577 -2.75720 -0.34688
C 1.80061 -1.95555 -0.91084
N 2.54910 3.97140 -2.11138
Ta -0.39734 0.29624 -0.46775
H 3.60578 -3.12026 -0.50285
N 0.89408 -1.45455 0.18273
H 0.46352 -4.09353 2.00713
C -3.69257 3.12523 -0.93846
S -2.05603 0.07506 1.18169
H -3.34838 3.96123 -1.53262
H 2.50467 -1.15022 -1.12804
H 3.56940 -2.34254 1.77143
C 2.08024 2.31272 0.78509
H 1.86814 3.84370 -2.85073
C -3.20229 1.18636 0.41124
C 2.49187 -2.50245 1.80921
C -2.75585 2.27887 -0.33808
C -5.48134 1.80065 -0.02164
H -4.90249 0.08550 1.12525
C -4.56964 0.94265 0.55563
C -5.04108 2.89284 -0.77017
N 1.63286 1.39628 -0.09043
H 1.09053 -0.84223 2.19034

Atomic forces in eV per Å
S -0.010 0.230 0.017
C -0.029 0.003 -0.036
C -0.215 0.021 0.019
N -0.038 0.049 -0.047
H 0.068 0.065 -0.027
H 0.001 -0.001 0.007
H 0.020 0.003 -0.016
H -0.054 0.077 -0.075
C -0.020 -0.032 0.002
H -0.041 -0.040 -0.024
N -0.050 -0.061 -0.124
Se 0.108 0.080 0.025
H -0.008 0.054 0.005
H 0.013 -0.003 -0.011
C 0.108 -0.047 -0.106
H -0.013 0.004 -0.001
N 0.107 -0.042 0.217
N 0.210 0.021 -0.062
H 0.004 0.002 -0.004
H -0.059 0.003 -0.006
H -0.027 -0.006 0.014
C 0.024 0.187 0.056
N 0.112 -0.159 0.039
Ta -0.352 0.014 0.275
H 0.001 0.010 0.012
N 0.205 -0.435 0.388
H -0.019 -0.019 -0.006
C 0.005 -0.020 0.022
S -0.011 -0.201 0.074
H 0.008 -0.008 0.010
H 0.005 -0.010 -0.026
H 0.004 0.006 0.016
C 0.036 -0.076 0.071
H -0.020 0.140 -0.056
C -0.022 -0.090 -0.005
C 0.053 0.001 -0.005
C 0.037 0.093 -0.072
C 0.004 0.038 -0.014
H 0.010 -0.003 -0.003
C 0.026 0.011 -0.003
C -0.022 -0.028 -0.001
N -0.168 0.187 -0.531
H 0.012 -0.020 -0.009


Record 2
Below is a structure of composition C13H19P2Zn at a distorted geometry, with properties calculated with wB97M-V/def2-TZVPD.

Values from the calculation:
Multiplicity = 1
Gap between HOMO and LUMO = 4.1104 eV
Max |F| = 2.91 eV/A
Calculated total energy = -2968.661912 Eh
Charge = -1

Element x y z (Å)
P 3.01332 0.92076 -0.16876
H 0.24822 2.79963 0.75386
H -2.93500 -1.23738 0.29821
H 0.40490 3.95264 2.53823
C -0.18235 -1.83032 -1.58711
H 0.29671 5.63808 4.33318
C 0.35289 0.42672 2.55730
H -0.78367 -0.72557 -3.47896
C -1.02552 -0.99329 -2.43238
P -1.19572 1.37015 2.13891
H -3.00393 -0.01058 -2.10390
C -1.99668 2.51326 4.52085
C -0.34658 4.76763 4.39015
H 1.23164 1.06592 2.42292
H -0.63715 -2.65056 0.48167
C -2.20412 -0.66358 -1.74914
H 0.43079 -0.47615 1.93888
C -2.01648 3.44652 5.55121
Zn 1.77481 -0.91508 -0.60668
C -0.96267 -2.02756 -0.36479
C -0.30358 3.81888 3.36334
C -1.14015 2.68971 3.40471
H 3.74397 0.55579 1.01618
C -1.19506 4.58428 5.48973
C -2.18594 -1.32368 -0.46802
H -2.62355 1.61903 4.59307
H -0.77048 1.69892 -0.24455
H 2.66236 2.30425 -0.05612
H 0.53550 -2.56632 -1.97352
H -1.54271 3.08135 0.52487
H 3.98229 0.87584 -1.21539
H -1.20597 5.32331 6.29488
C -0.74097 2.33919 0.64806
H -2.65429 3.29749 6.42294
H 0.29858 0.12138 3.61288

Atomic forces in eV per Å
P 0.039 0.560 0.183
H -0.211 0.093 -0.242
H -0.124 0.021 0.167
H -0.362 -0.024 0.295
C -1.400 0.321 0.153
H -0.022 -0.007 0.067
C -0.165 0.379 0.067
H -0.170 -0.094 0.777
C 0.375 -0.140 -0.086
P -0.284 -0.630 -0.154
H 0.272 -0.201 0.036
C 0.493 0.250 -0.284
C -0.280 -0.383 0.130
H 0.064 -0.148 0.019
H -0.223 0.338 -0.441
C 0.415 -0.447 0.383
H -0.022 0.200 0.017
C 0.357 0.427 0.095
Zn -0.565 -2.825 -0.384
C -0.208 0.182 -0.326
C -0.275 -0.147 0.247
C 0.000 0.178 0.802
H -0.270 0.552 -0.753
C 0.013 -0.206 -0.335
C 1.544 -0.010 -0.787
H 0.178 0.322 -0.194
H 0.106 -0.016 0.254
H 0.908 1.175 0.333
H -0.346 0.472 0.208
H 0.397 0.023 0.012
H -0.224 0.221 0.624
H -0.041 -0.255 -0.247
C -0.055 -0.256 -0.090
H 0.096 0.007 -0.237
H -0.007 0.070 -0.309


Record 3
Below is a structure of composition C13H20BBaCl3GeN2O3, with properties calculated with wB97M-V/def2-TZVPD.

Values from the calculation:
Multiplicity = 2
Gap between HOMO and LUMO (spin up / spin down) = 8.3414 / 6.2396 eV
Max |F| = 0.52 eV/A
Calculated total energy = -4350.436925 Eh
Charge = +1

Element x y z (Å)
H 2.37162 1.61283 -4.60946
Cl -5.90124 -2.16807 4.64071
Ba -1.85751 0.43055 3.04614
H -0.70619 -1.69558 -4.68366
C 1.05049 1.71364 -1.56414
C 1.74574 2.15876 -2.65721
B 0.07051 1.45345 0.34043
O -0.16628 0.27599 -0.30355
H 1.04709 -0.46279 6.58876
N -1.12712 1.88246 5.42134
Cl -3.05138 -2.19617 2.64221
H 1.42966 -2.74923 -3.71792
C 0.47095 0.45862 -1.54351
H -0.07576 1.51709 7.25050
C 2.14479 -0.33573 -6.08415
H 3.17436 -0.12929 -5.78653
H 1.69761 0.58434 -6.46418
C 0.50367 0.05649 5.79622
H -0.74307 -1.51837 5.34481
H -1.93407 2.33978 5.83725
H -0.46721 2.63520 5.24093
C -0.53440 0.96521 6.42811
H 0.07055 -1.38199 -2.54392
C 1.24356 0.01221 -3.73605
C 1.82846 1.28082 -3.73771
C 0.54299 -0.41083 -2.59851
Cl -2.85952 -2.65222 6.07572
O -5.01130 3.41037 2.81257
H 1.23448 0.66191 5.25244
C -4.21167 2.62979 2.84196
H -0.58248 -0.29880 -5.75975
H 3.00623 -2.06307 -4.12897
H 0.58442 -1.46892 4.42264
C 1.33026 -0.93167 -4.93567
H 2.20301 3.13777 -2.68184
N -0.12617 -0.87653 4.84247
H 2.06354 -2.92546 -5.35140
H -1.33995 0.36083 6.85038
H 2.17620 -1.05031 -6.90697
H -0.04497 -1.89274 -6.30520
C 1.99671 -2.24485 -4.50140
C -0.08853 -1.22038 -5.44709
Ge -3.95089 -1.27025 4.72370
O 0.79281 2.36515 -0.35051

Atomic forces in eV per Å
H 0.000 -0.004 -0.005
Cl -0.089 -0.030 0.032
Ba 0.368 0.126 -0.345
H -0.002 0.000 -0.003
C -0.037 -0.129 -0.080
C 0.007 0.058 0.026
B 0.095 0.051 -0.164
O -0.156 -0.037 0.246
H -0.024 -0.029 0.000
N -0.047 -0.030 0.002
Cl -0.009 0.106 0.123
H 0.006 -0.005 0.001
C 0.090 0.091 -0.098
H -0.008 0.001 0.009
C -0.013 -0.007 0.022
H 0.001 0.004 -0.005
H 0.005 0.002 -0.005
C -0.005 0.037 0.020
H 0.011 0.006 0.014
H 0.005 -0.001 0.009
H 0.011 -0.010 -0.004
C 0.004 -0.037 -0.032
H 0.006 0.002 -0.007
C 0.014 0.037 0.003
C -0.010 -0.019 0.009
C -0.039 -0.051 0.035
Cl 0.006 0.055 0.029
O -0.026 -0.023 0.005
H 0.025 -0.011 0.019
C 0.023 0.015 0.005
H -0.009 -0.006 -0.002
H 0.002 -0.009 0.003
H 0.002 0.004 -0.005
C 0.003 -0.014 -0.015
H 0.001 -0.004 -0.006
N -0.056 0.047 -0.074
H 0.002 -0.001 0.000
H -0.006 -0.009 -0.013
H 0.003 0.003 -0.003
H -0.001 -0.001 -0.001
C -0.009 0.019 0.000
C 0.011 0.005 0.006
Ge -0.150 -0.256 0.107
O -0.010 0.053 0.142


Record 4
Below is a structure of composition C13H20BBaCl3GeN2O3, with properties calculated with wB97M-V/def2-TZVPD.

Values from the calculation:
Multiplicity = 2
Gap between HOMO and LUMO (spin up / spin down) = 8.8740 / 7.1616 eV
Max |F| = 0.51 eV/A
Calculated total energy = -4350.474804 Eh
Charge = +1

Element x y z (Å)
H -4.21604 1.49078 2.99430
C 2.56752 -3.20596 -4.13531
H 4.53450 0.29677 -1.08853
H -4.75340 4.63689 1.10878
H -5.37266 2.08837 -0.53927
H -4.96729 3.08211 2.99321
Ge 0.52201 -3.43192 2.40603
H 5.89041 -2.93268 -2.01355
H 4.44595 -3.63355 0.44200
C 5.73550 -2.82683 -0.93648
C -1.60482 1.06127 -1.31360
H -3.91029 4.19299 -0.37267
O -1.21815 0.85635 -2.64543
C -4.10172 2.51835 2.64457
H 6.61873 -3.24414 -0.44716
Cl 0.11592 -3.98068 0.09855
Cl 1.98553 -5.02991 2.73529
C -5.33394 2.01241 0.54805
H -0.19088 -0.13339 1.53325
C -0.87463 0.39418 0.88031
Cl 2.24385 -1.73133 1.85995
N 4.50186 -3.55432 -0.57279
N 4.60884 -0.66700 -1.40247
H 4.56122 -4.51173 -0.90621
C -2.84708 1.81690 0.55436
Ba 2.09790 -2.09164 -1.05545
H -2.08446 1.15678 2.44730
H -5.44302 0.96087 0.81923
O 0.20372 -0.28649 -1.27678
H -2.99045 4.50848 1.10290
H 4.94838 -0.60469 -2.35896
H -3.21696 2.95207 3.11414
H 5.34385 -1.25053 0.46798
H -3.32837 2.30007 -1.51733
H -6.19019 2.55754 0.94783
H 6.61753 -0.89460 -0.69170
C -4.03465 2.59616 1.11934
B -0.14947 0.03419 -2.58261
O 2.92083 -3.51830 -5.14985
C -0.74491 0.38301 -0.48151
C -3.91000 4.07049 0.71108
C 5.63291 -1.35445 -0.58060
C -1.94966 1.13072 1.37692
C -2.66394 1.78638 -0.83713

Atomic forces in eV per Å
H -0.006 0.001 0.001
C 0.067 0.027 0.013
H -0.001 0.000 0.002
H 0.001 0.003 -0.003
H 0.004 0.000 -0.001
H 0.000 0.000 0.000
Ge -0.067 0.076 0.081
H -0.009 -0.008 0.005
H -0.001 -0.002 0.003
C -0.021 0.016 0.013
C -0.012 0.017 -0.149
H 0.001 0.004 -0.003
O -0.061 -0.030 -0.104
C -0.007 0.017 -0.001
H -0.009 -0.001 0.007
Cl -0.036 0.017 -0.015
Cl 0.142 -0.089 -0.043
C -0.021 0.000 -0.005
H -0.016 0.026 -0.015
C 0.008 -0.030 0.025
Cl -0.030 0.030 0.009
N 0.039 -0.002 0.030
N 0.019 -0.031 0.012
H 0.001 0.002 0.003
C 0.018 -0.009 -0.035
Ba 0.348 -0.369 -0.090
H -0.006 0.004 0.005
H 0.004 0.002 0.000
O 0.087 0.055 -0.149
H 0.002 -0.002 0.000
H -0.002 0.001 0.002
H 0.001 0.002 -0.001
H 0.001 -0.008 0.003
H -0.005 0.006 0.006
H -0.005 -0.002 -0.001
H -0.007 0.002 0.000
C 0.028 0.003 0.015
B -0.255 0.274 0.181
O -0.049 -0.022 0.002
C -0.096 0.028 0.108
C -0.011 0.001 0.003
C -0.009 -0.024 0.026
C -0.030 0.018 -0.017
C -0.002 -0.005 0.074


Record 5
Below is a cluster of 2 separate species, C13H20BF3NO6P in total at a distorted geometry, with properties calculated with wB97M-V/def2-TZVPD.

Values from the calculation:
Multiplicity = 1
Gap between HOMO and LUMO = 3.4681 eV
Max |F| = 3.01 eV/A
Calculated total energy = -1679.342538 Eh

Element x y z (Å)
C -0.52336 2.10242 3.38220
C -1.82653 -4.02577 0.12063
H -4.08581 -1.39264 -0.42821
C -0.36693 -0.48674 -2.53294
F -0.47338 0.68356 5.21250
H -2.41549 2.73066 2.41820
H -0.96982 3.54869 1.90660
O -3.50566 -1.76225 0.24754
H -0.02266 3.20400 0.06754
C -0.21640 1.52038 -1.15062
H 3.55270 0.06706 -2.47781
C -1.70094 0.50907 0.85201
N -1.17920 1.72934 0.98337
C -0.90818 0.74075 3.93355
H -2.29955 0.13405 1.67378
H 2.37998 -0.18188 -3.76735
F -0.29982 -0.27058 3.31465
H -1.57096 -3.62051 2.24457
H 5.03310 3.52941 -1.85122
H 3.42560 -2.42747 -2.74175
H -0.77988 -5.08208 1.64949
C -0.44954 2.21257 -0.02521
H -1.45970 -4.86434 -0.47695
C -0.72475 0.23441 -1.26497
O 2.71522 -2.73263 -2.16012
O -1.58344 -2.84629 -0.66309
H 3.76071 4.19850 -2.82569
H 2.02471 0.89914 -2.31321
H -0.70871 2.82227 4.18125
O -0.52362 0.03242 -3.61580
O 3.12674 2.77112 -1.41911
C -1.36394 2.56937 2.18066
H 4.33331 2.58350 -3.13399
H -2.88279 -4.23161 0.30267
H 0.37136 1.94705 -1.95715
C 4.03730 3.25885 -2.28328
C -1.49778 -0.28864 -0.22881
O 0.23434 -1.70397 -2.43959
C -0.99273 -4.03640 1.41523
P 1.78483 -1.42933 -1.76398
H -0.04973 -3.51896 1.23409
H 0.53605 2.09182 3.12201
B -2.18767 -1.72886 -0.22707
C 2.48186 -0.02929 -2.68353
F -2.22884 0.53981 3.98890

Atomic forces in eV per Å
C -0.850 -0.073 -0.591
C 0.730 -1.415 -0.182
H -0.234 0.121 0.304
C 0.120 -0.385 -2.253
F -0.055 -0.033 0.086
H -0.007 -0.501 -0.078
H -0.112 -0.060 -0.022
O 0.419 -0.045 -0.137
H -0.020 -0.038 0.220
C 0.136 -0.809 -1.488
H -0.160 -0.009 0.355
C -0.938 -0.407 1.283
N 0.006 0.235 -0.161
C 1.101 0.660 1.439
H -0.048 0.257 -0.022
H -0.190 0.338 0.102
F -0.423 -0.256 -0.580
H 0.344 0.219 0.012
H -0.096 -0.111 0.260
H -0.053 -0.344 -0.241
H 0.049 0.131 0.138
C 0.625 1.688 0.453
H -0.094 0.258 -0.232
C 0.330 -0.033 0.047
O -0.510 0.815 -0.604
O 0.118 0.373 1.076
H -0.231 -0.016 0.101
H 0.503 0.048 -0.225
H 0.171 -0.063 -0.017
O -0.444 -0.159 1.314
O -0.802 -0.343 0.251
C 0.680 0.376 0.306
H -0.165 -0.210 0.067
H -0.018 0.464 -0.019
H 0.069 0.206 0.280
C 0.532 0.350 -0.574
C 0.274 -0.928 -1.190
O 0.178 0.882 -0.523
C -0.711 -0.121 -0.492
P 1.046 -0.201 2.811
H -0.070 0.035 0.210
H -0.050 -0.017 0.122
B -0.769 0.141 -0.221
C -0.146 -0.817 -0.900
F -0.239 -0.204 -0.484